The following is a DFT calculation (the ωB97M-V functional and the def2-TZVPD basis) of a molecular structure, C42H33AsClCsF6O11P3S2 in a non-equilibrium geometry.

XYZ file:
```
100
Properties=species:S:1:pos:R:3:lowdin_charge:R:1
Cs 1.29130 0.47142 -2.14259 1.465
O -0.32497 -4.01942 -1.74207 -0.485
S -0.69955 -2.71351 -1.16396 0.926
C -2.38173 -2.38039 -1.78303 -0.354
C -2.85207 -3.31735 -2.69323 -0.075
C -4.16560 -3.24561 -3.13321 -0.076
C -5.00333 -2.25619 -2.65137 -0.079
C -4.51173 -1.31296 -1.76158 -0.098
C -3.18562 -1.33496 -1.33302 -0.351
P -2.52488 -0.03052 -0.22294 1.132
C -3.92180 0.09115 0.94743 -0.357
C -4.35564 -1.09384 1.54938 -0.097
C -5.32593 -1.07594 2.53386 -0.090
C -5.87620 0.13284 2.94549 -0.110
C -5.44184 1.31077 2.36277 -0.094
C -4.46771 1.29369 1.37219 -0.075
C -2.71430 1.49469 -1.18107 -0.374
C -3.35564 1.65264 -2.40467 -0.085
C -3.45057 2.90665 -2.97897 -0.085
C -2.90204 4.01184 -2.34591 -0.087
C -2.23715 3.86065 -1.14204 -0.066
C -2.13661 2.60507 -0.56802 -0.134
C -1.22021 -3.04191 0.54312 -0.382
C -2.16714 -4.04263 0.72781 -0.079
C -2.60106 -4.35412 2.00557 -0.089
C -2.08778 -3.65058 3.08631 -0.085
C -1.11998 -2.68290 2.89263 -0.092
C -0.63559 -2.37539 1.61860 -0.364
P 0.76507 -1.20352 1.32064 1.078
C 0.83841 -0.31830 2.89695 -0.388
C -0.28714 0.41747 3.27248 -0.106
C -0.25782 1.21793 4.39881 -0.082
C 0.90426 1.31031 5.15438 -0.098
C 2.02925 0.59959 4.77496 -0.081
C 1.99774 -0.21586 3.65173 -0.075
C 2.14870 -2.38947 1.42320 -0.362
C 2.20261 -3.41037 2.37503 -0.092
C 3.26769 -4.28621 2.40952 -0.093
C 4.29902 -4.15531 1.48564 -0.085
C 4.26029 -3.15255 0.53766 -0.064
C 3.18589 -2.26839 0.50387 -0.091
H -2.17775 -4.09951 -3.01481 0.104
H -4.53651 -3.97622 -3.84154 0.100
H -6.03607 -2.20623 -2.97309 0.099
H -5.16363 -0.53204 -1.39000 0.114
H -3.92504 -2.04112 1.24862 0.088
H -5.64422 -2.00827 2.98408 0.097
H -6.63427 0.15420 3.71859 0.091
H -5.85744 2.26107 2.67500 0.097
H -4.14527 2.22703 0.92569 0.098
H -3.74544 0.79830 -2.93938 0.097
H -3.91556 3.01218 -3.95095 0.104
H -2.94195 4.98083 -2.82438 0.102
H -1.74199 4.69403 -0.66470 0.111
H -1.56702 2.49572 0.34655 0.095
H -2.55780 -4.56453 -0.13593 0.115
H -3.34381 -5.12784 2.15536 0.100
H -2.43580 -3.86712 4.08911 0.101
H -0.71291 -2.15416 3.74534 0.104
H -1.18901 0.37777 2.67070 0.093
H -1.13864 1.78828 4.66611 0.100
H 0.93509 1.95317 6.02511 0.092
H 2.94923 0.68848 5.33818 0.099
H 2.89156 -0.75159 3.35599 0.106
H 1.39300 -3.51273 3.08764 0.098
H 3.29953 -5.07906 3.14562 0.093
H 5.12877 -4.85071 1.50351 0.097
H 5.04096 -3.04906 -0.20286 0.102
H 3.19036 -1.50856 -0.27033 0.059
O 5.70484 0.09066 -0.48865 -0.281
As 4.54697 1.16059 0.27721 1.123
O 5.25272 2.06298 1.43922 -0.454
O 4.19978 2.12001 -1.21850 -0.259
C 3.97689 3.46198 -1.04522 -0.330
C 4.93038 4.30971 -1.60539 -0.002
C 4.80409 5.68238 -1.47816 -0.092
C 3.73793 6.21325 -0.77600 -0.098
C 2.78379 5.36632 -0.22983 -0.055
C 2.87905 3.99241 -0.36641 -0.183
S 1.50855 2.97630 0.15688 0.416
O 2.12830 1.76431 0.71622 -0.477
O 0.74781 3.73655 1.12608 -0.316
O 0.82081 2.66339 -1.08713 -0.609
H 5.39887 -0.40342 -1.27212 0.006
H 5.75905 3.85628 -2.13057 0.121
H 5.54715 6.33353 -1.92368 0.095
H 3.63151 7.28420 -0.65961 0.091
H 1.93316 5.76743 0.30393 0.107
F 2.90141 -1.39004 -2.69479 -0.456
P 4.01478 -2.25801 -3.56243 0.177
F 5.11394 -3.10948 -4.37196 -0.155
F 5.19070 -1.72010 -2.52783 -0.194
F 2.84318 -2.76479 -4.53938 -0.146
F 3.76342 -3.50390 -2.56391 -0.154
F 4.27726 -0.97014 -4.48593 -0.144
O -0.32971 3.71020 -4.08866 -0.330
Cl 0.23611 2.44340 -4.42113 0.614
O 0.19779 2.22021 -5.82884 -0.337
O 1.61730 2.37110 -3.93764 -0.544
O -0.51485 1.38186 -3.73132 -0.608
```

## Properties
ΔE to the lowest compared entry with this formula, charge and spin: 0.000 eV
Charge: -2
Orbital gap (alpha / beta): 7.5 / 7.1 eV
Spin multiplicity: 2
LUMO (alpha / beta): 3.462 / 2.973 eV